Computed, not measured: a molecular structure, C2HCrO3 in a non-equilibrium geometry, with the ωB97M-V functional and the def2-TZVPD basis.

```
! wB97M-V def2-TZVPD RIJCOSX def2/J DEFGRID3
* xyz 1 5
O -1.6465 0.5011 -0.0565
O 1.0770 -1.5651 0.0765
O 0.3864 0.9361 -0.0329
C -0.1678 -1.4719 -0.0710
C -0.4830 0.0645 -0.3753
Cr 2.1307 0.0709 0.1002
H -1.2968 1.4643 0.3588
*
```

Kohn-Sham gap (alpha / beta), eV: 6.7916 / 7.2687
Highest occupied orbital energy (alpha / beta), eV: -13.3751 / -13.5372
Energy relative to the best compared isomer or geometry (same formula, charge and spin), kcal per mole: 0.00
<S²>: 6.082
DFT total energy, eV: -36642.418
Lowest unoccupied orbital energy (alpha / beta), eV: -6.58 / -6.27